AgCl2 as an isolated structure. Source: OMol25; level of theory: wB97M-V/def2-TZVPD.

The geometry in XYZ format:
```
3
Properties=species:S:1:pos:R:3
Ag -0.3954 0.4669 0.9527
Cl 0.7384 -1.9642 0.6835
Cl -0.3430 1.4973 -1.6361
```

The multiplicity is 1. Its total charge is -1. The total energy comes out at -1067.45790 Ha. For the HOMO energy, the calculation gives -0.1817 Ha.

An isolated molecule of C6H7N3O. Source: OMol25; level of theory: wB97M-V/def2-TZVPD.

The geometry in XYZ format:
```
17
Properties=species:S:1:pos:R:3
C 2.0420 -2.3806 -0.5058
C 1.6588 -1.2480 -0.4847
C -2.6514 -1.1459 -0.0076
C -0.8126 -0.3126 -0.4091
C 1.2223 1.0174 0.6172
C 0.9785 0.0228 -0.5172
N -1.3955 -1.3349 0.2596
N -1.6026 0.5832 -0.9264
N -2.8239 0.0152 -0.7145
O 1.1246 0.7521 -1.6864
H 2.3121 -3.3775 -0.6955
H -3.3055 -1.8768 0.3908
H 1.0171 0.5077 1.5405
H 0.5579 1.7826 0.5944
H 2.2915 1.4812 0.5550
H -3.5956 0.2927 -1.2659
H 1.0004 1.5980 -1.2497
```

The multiplicity is 1. The total energy comes out at -472.20332 Ha. For the HOMO energy, the calculation gives -0.3546 Ha. Its structure (SMILES) is C#C[C@@](C)(O)c1nc[nH]n1.

So what do the calculations give for Kohn-Sham gap? Going down the list: 7.52; 10.58 eV.
So what do the calculations give for largest force on an atom? Going down the list: 2.0; 4.6 eV Å⁻¹.